125
Properties=species:S:1:pos:R:3:forces:R:3:lowdin_charge:R:1 method="wB97M-V/def2-TZVPD" total_charge=+1 multiplicity=1 de_lowest_ev=3.810 orbital_gap_ev=2.71 total_energy_ev=-119244.0848 lumo_ev=-7.24
Hg -4.589197 -2.937809 1.193517 2.6 1.0 -1.2 1.337
C -1.508297 -1.144579 0.945387 -1.0 -0.3 -1.7 -0.232
O -2.670157 -1.711939 1.501017 -0.5 0.1 2.0 -0.393
H -1.477577 -0.055089 0.958227 -0.6 0.4 0.5 0.062
H -0.546227 -1.462709 1.347027 -0.2 -0.7 0.5 0.058
H -1.475757 -1.339439 -0.126563 0.3 -0.3 -0.5 0.061
C 0.356063 6.438111 1.345087 0.4 0.3 -1.9 -0.043
C 0.879933 6.071601 -0.106933 -0.6 0.4 1.0 -0.242
N 0.507653 4.752521 -0.580503 0.1 0.1 0.3 -0.193
C -0.946837 4.619851 -0.771403 0.2 -0.3 0.4 -0.259
C -1.410207 3.201581 -0.874743 0.2 -1.0 0.1 -0.106
C 1.219933 4.461491 -1.834353 1.0 0.2 0.9 -0.218
C 2.744493 4.873271 -1.907383 -1.2 -0.2 0.0 -0.075
H 0.868423 7.372321 1.574967 0.1 -0.1 0.4 0.070
H 0.629173 5.642321 2.038067 0.0 0.1 0.1 0.059
H -0.706847 6.672331 1.403947 -0.1 -0.3 -0.1 0.062
H 0.596923 6.745141 -0.915843 -0.5 1.0 0.3 0.118
H 1.962523 6.195111 -0.078023 0.0 -0.5 0.2 0.092
H -1.516847 5.016971 0.068527 0.4 0.6 -0.1 0.079
H -1.344267 5.007351 -1.709483 0.3 1.2 -0.1 0.123
H -2.488337 3.206581 -0.714433 -0.1 -0.3 -0.2 0.071
H -1.148987 2.792591 -1.850743 -0.2 -0.2 -0.1 0.058
H -0.935167 2.570571 -0.123563 0.0 -0.2 0.2 0.060
H 0.749113 5.018071 -2.644683 -0.3 -0.3 -0.5 0.113
H 1.121143 3.377131 -1.884423 0.2 0.0 -1.0 0.084
H 2.902483 5.951621 -1.924333 -0.3 0.0 0.0 0.064
H 3.093363 4.530851 -2.881613 0.3 -0.3 0.2 0.068
H 3.337663 4.496191 -1.074273 0.0 -0.3 -0.2 0.066
C 3.610693 -2.709069 -4.429523 -0.1 0.7 -0.6 -0.077
C 2.636943 -1.581409 -4.885833 1.1 -0.7 0.9 -0.226
N 2.581703 -0.479199 -3.915243 -0.9 0.5 -1.8 -0.196
C 3.810713 0.255361 -3.676553 0.3 0.0 0.0 -0.257
C 4.564283 0.746891 -4.916403 -0.5 -0.2 -0.1 -0.080
C 1.751033 -0.726309 -2.745083 2.0 -1.8 -1.1 -0.279
C 1.247903 0.500061 -2.145353 -1.7 1.3 1.3 -0.116
H 3.347503 -3.087089 -3.441633 0.0 -0.2 -0.1 0.063
H 4.614853 -2.285839 -4.404373 0.1 -0.1 0.2 0.058
H 3.648623 -3.503249 -5.175143 -0.2 -0.2 0.2 0.071
H 2.977643 -1.248439 -5.866223 -0.1 0.4 0.1 0.104
H 1.661503 -2.041909 -5.042523 -0.3 0.4 0.2 0.100
H 3.580643 1.103161 -3.031253 -0.1 0.0 0.0 0.101
H 4.539613 -0.360809 -3.150123 0.2 -0.2 0.6 0.106
H 3.882733 1.163241 -5.658193 0.0 -0.1 -0.1 0.078
H 5.280933 1.533801 -4.681323 0.0 -0.1 0.3 0.074
H 5.127503 -0.088449 -5.332433 -0.1 0.1 -0.3 0.065
H 2.405323 -1.253729 -2.050943 -0.1 -0.3 0.8 0.113
H 1.024403 -1.478689 -3.051743 -0.5 0.3 0.0 0.107
H 0.703333 1.128781 -2.849803 0.7 0.4 -0.3 0.083
H 2.002483 1.006841 -1.543793 0.1 0.4 -0.5 0.068
H 0.452183 0.341471 -1.417503 -0.1 -0.6 0.4 0.052
C -3.580327 1.939491 2.331837 -1.0 0.1 0.2 -0.209
C -2.402287 2.402081 3.206117 -1.0 -0.5 0.8 -0.225
C -2.256597 3.856351 2.968147 0.2 1.8 -1.8 -0.210
S -3.900077 4.535411 2.410967 -0.3 0.3 3.0 0.685
O -3.723137 5.095151 1.111327 0.0 0.1 -1.1 -0.316
O -4.526527 5.347381 3.456257 0.8 -0.7 -1.1 -0.334
C -4.774467 2.961281 2.397517 1.1 -0.3 -0.2 -0.197
H -3.869987 0.942241 2.663017 -0.2 0.0 -0.2 0.102
H -3.189407 1.875661 1.316357 -0.3 0.0 -0.2 0.087
H -1.579077 1.757881 2.897187 0.4 0.5 0.3 0.089
H -2.593967 2.250771 4.268417 -0.1 -0.4 0.0 0.127
H -1.666197 4.015911 2.065887 0.1 0.0 -0.2 0.070
H -1.820017 4.577551 3.659067 -0.3 -0.6 0.6 0.113
H -5.483377 2.981541 1.569787 0.3 -0.2 -0.2 0.101
H -5.347477 2.928341 3.324167 0.3 -0.1 0.1 0.101
C 0.038513 -6.768789 -0.536353 -0.9 -0.2 1.1 -0.181
C 0.598993 -5.414049 -0.844223 1.8 0.3 0.0 -0.249
C -0.218717 -4.354029 -0.158793 -2.8 -0.3 -0.5 -0.178
S -1.951267 -4.879339 -0.677583 4.2 -0.7 -0.8 0.720
O -2.031957 -4.496369 -2.067463 -1.3 0.2 0.1 -0.312
O -2.897497 -4.535679 0.357257 -1.5 0.1 0.5 -0.445
C -1.530577 -6.654299 -0.627753 0.3 -1.1 0.3 -0.174
H 0.406863 -6.970219 0.469547 -0.8 -0.1 0.5 0.110
H 0.475743 -7.627439 -1.045913 -0.3 0.4 -0.8 0.126
H 0.739563 -5.300399 -1.919133 -0.3 0.6 0.0 0.127
H 1.573423 -5.339519 -0.361483 0.3 -0.1 -0.3 0.103
H -0.063727 -3.313919 -0.445593 0.0 -0.2 -0.1 0.099
H -0.389577 -4.430679 0.914997 1.0 -0.2 0.1 0.071
H -1.933977 -7.158689 -1.505793 0.1 0.5 -0.3 0.103
H -2.017817 -7.184999 0.190207 0.0 0.5 0.3 0.101
C -2.776577 -0.016589 -3.241333 0.4 -2.0 1.3 -0.148
C -2.384277 -1.537699 -3.527833 1.0 1.5 -0.3 -0.218
C -3.677537 -2.266109 -3.653593 -0.8 0.0 -0.5 -0.226
S -4.684397 -1.683039 -2.286983 -0.9 2.5 -2.4 0.715
O -4.416117 -2.525389 -1.142553 -0.2 -1.0 1.4 -0.462
O -6.045217 -1.400259 -2.722823 1.1 -0.8 0.8 -0.301
C -3.818627 -0.091349 -2.075393 0.4 0.2 -0.7 -0.184
H -3.188467 0.473821 -4.123343 0.0 -0.1 0.1 0.122
H -1.837837 0.446311 -2.937033 -0.3 0.5 0.1 0.090
H -1.685187 -1.958239 -2.804973 -0.3 0.1 0.5 0.091
H -1.785027 -1.490519 -4.437103 -0.3 -0.5 -0.3 0.122
H -3.746527 -3.350999 -3.733263 0.4 0.1 0.2 0.112
H -4.151047 -1.810709 -4.523363 -0.5 -0.3 -0.1 0.118
H -3.379577 -0.112229 -1.077953 0.2 0.1 -0.1 0.079
H -4.523237 0.734501 -2.173363 -0.3 -0.3 0.3 0.108
C 1.846063 -3.210649 5.369737 1.3 -0.2 -0.3 -0.224
C 0.387333 -3.331169 5.039097 -0.2 0.2 -0.9 -0.196
C 0.320193 -3.546099 3.461597 0.1 -0.7 1.0 -0.198
S 1.570083 -4.852569 3.136647 0.0 1.3 0.9 0.704
O 2.210963 -4.604699 1.835157 -0.7 -0.5 1.5 -0.346
O 0.963343 -6.120909 3.477787 0.3 0.1 -0.6 -0.327
C 2.641123 -4.307439 4.555107 -0.2 1.0 0.0 -0.168
H 2.044253 -3.274899 6.439637 -0.1 -0.6 0.0 0.117
H 2.217143 -2.205089 5.171607 0.1 0.0 -0.7 0.099
H -0.131087 -2.443989 5.402737 -0.2 0.1 -0.5 0.113
H 0.010673 -4.138199 5.667527 -0.4 -0.4 -0.8 0.119
H 0.652233 -2.715289 2.839017 0.0 0.3 0.5 0.064
H -0.637787 -3.887209 3.069137 0.0 -0.1 0.2 0.086
H 3.511903 -3.852689 4.082837 0.1 -0.3 0.1 0.093
H 2.926643 -5.128939 5.212157 -0.1 -0.2 -0.5 0.104
C 1.389693 0.378401 2.760467 -0.1 0.1 1.0 -0.217
C 1.879983 1.120781 1.516407 0.7 -0.4 0.8 -0.221
C 1.826843 2.587111 1.807827 -0.8 1.2 0.5 -0.194
S 1.956273 2.772221 3.677427 0.2 -0.7 -1.3 0.695
O 0.695263 3.182321 4.261587 0.4 0.5 -0.3 -0.324
O 3.235423 3.391941 3.937587 -0.8 0.3 0.4 -0.318
C 2.076283 1.019021 4.002077 1.4 -0.1 -1.1 -0.221
H 1.631533 -0.674309 2.614137 -0.2 -0.1 0.5 0.096
H 0.323073 0.535961 2.920427 -0.2 -0.4 -0.3 0.091
H 1.355213 0.764101 0.630127 0.0 0.4 0.0 0.087
H 2.942143 0.897461 1.416207 0.1 -0.4 -0.3 0.125
H 0.885563 3.040611 1.497317 -0.1 0.1 0.1 0.070
H 2.623823 3.164551 1.339337 0.0 0.0 0.3 0.101
H 1.851493 0.827011 5.051217 -0.8 -0.2 -0.3 0.108
H 3.152193 0.865091 3.919567 0.2 -0.2 0.0 0.099